[1]
59
Properties=species:S:1:pos:R:3:lowdin_charge:R:1 method="wB97M-V/def2-TZVPD" e_above_lowest_kcal_mol=0.0 homo_lumo_gap_ha=0.2871 e_tot_ha=-3182.2428 homo_ev=-7.8309 e_lumo_ev=-0.018
Sn -0.298 -1.087 0.168 1.29
C 0.960 2.087 0.785 -0.13
N 0.014 1.280 1.543 -0.22
C -1.215 2.039 1.797 -0.13
C -2.013 2.436 0.574 -0.28
C -2.932 3.474 0.667 -0.03
C -3.736 3.749 -0.427 -0.06
C -3.594 2.981 -1.572 -0.05
C -2.637 1.979 -1.576 -0.11
N -1.857 1.713 -0.529 0.08
C 0.584 0.836 2.817 -0.13
C -0.323 -0.160 3.507 -0.28
C -0.394 -0.263 4.887 -0.01
C -1.232 -1.217 5.441 -0.04
C -1.983 -2.026 4.603 -0.04
C -1.852 -1.854 3.237 -0.12
N -1.042 -0.942 2.703 -0.01
C 2.111 1.296 0.225 -0.26
C 3.325 1.923 -0.008 -0.01
C 4.343 1.218 -0.625 -0.04
C 4.122 -0.104 -0.970 -0.02
C 2.896 -0.671 -0.678 -0.11
N 1.900 0.016 -0.099 0.01
H 1.352 2.922 1.386 0.14
H 0.425 2.519 -0.061 0.13
H -0.984 2.938 2.389 0.13
H -1.869 1.420 2.415 0.13
H -3.017 4.048 1.582 0.11
H -4.466 4.547 -0.386 0.11
H -4.203 3.153 -2.448 0.11
H -2.483 1.361 -2.453 0.11
H 0.778 1.685 3.491 0.13
H 1.548 0.361 2.614 0.14
H 0.201 0.393 5.510 0.12
H -1.302 -1.325 6.516 0.11
H -2.651 -2.781 4.994 0.11
H -2.408 -2.472 2.540 0.13
H 3.453 2.957 0.285 0.12
H 5.294 1.693 -0.833 0.11
H 4.880 -0.702 -1.456 0.12
H 2.695 -1.702 -0.920 0.09
F 0.720 -3.195 2.543 0.13
B 1.029 -2.711 1.328 -0.70
F 2.118 -3.283 0.803 0.14
F 0.016 -5.485 -2.748 0.13
C 0.398 -4.423 -3.462 -0.67
F 1.722 -4.412 -3.508 0.15
F -0.087 -4.542 -4.693 0.14
S -0.267 -2.880 -2.633 0.53
O 0.886 -2.381 -1.895 -0.43
O -1.373 -3.314 -1.826 -0.33
N -0.790 -1.934 -3.762 -0.29
S 0.195 -1.273 -4.828 0.58
O 1.507 -1.849 -4.848 -0.27
O -0.517 -1.031 -6.040 -0.26
C 0.458 0.422 -4.141 -0.67
F 1.348 1.065 -4.896 0.14
F -0.681 1.122 -4.141 0.12
F 0.924 0.388 -2.887 0.10



[2]
57
Properties=species:S:1:pos:R:3:lowdin_charge:R:1 method="wB97M-V/def2-TZVPD" e_above_lowest_kcal_mol=0.0 homo_lumo_gap_ha=0.2375 e_tot_ha=-5256.4289 homo_ev=-8.3506 e_lumo_ev=-1.887
Pd 0.624 -0.288 -0.918 1.36
N 1.564 3.291 5.828 0.11
C 0.807 2.889 4.750 -0.32
C -0.484 2.385 4.935 -0.03
C -1.224 1.941 3.857 -0.06
C -0.690 2.014 2.579 -0.31
C 0.595 2.506 2.379 -0.05
C 1.339 2.937 3.455 -0.02
S -1.634 1.460 1.209 0.63
O -2.873 0.940 1.694 -0.27
O -1.625 2.471 0.192 -0.29
N -0.720 0.216 0.600 -0.12
C -0.264 -0.790 1.393 -0.44
N 0.661 -1.462 0.677 0.00
C 1.365 -2.458 1.194 -0.06
C 1.069 -2.840 2.487 -0.02
C 0.090 -2.115 3.158 -0.08
N -0.581 -1.088 2.642 0.18
H 1.095 3.471 6.697 0.09
H 2.381 3.847 5.654 0.09
H -0.899 2.333 5.934 0.11
H -2.215 1.530 3.993 0.11
H 1.028 2.528 1.386 0.10
H 2.346 3.308 3.302 0.12
H 2.123 -2.899 0.567 0.12
H 1.594 -3.654 2.962 0.11
H -0.166 -2.371 4.181 0.12
O 4.263 0.798 -1.353 -0.25
S 3.210 0.029 -0.783 0.37
O 3.546 -0.955 0.205 -0.30
O 2.074 0.935 -0.219 -0.41
O 2.336 -0.640 -1.906 -0.43
Br 0.585 -0.764 -4.490 0.91
C 0.172 0.901 -3.721 -0.68
C -0.240 1.903 -4.577 -0.10
C -0.448 3.175 -4.074 -0.03
C -0.193 3.418 -2.739 -0.01
C 0.211 2.369 -1.944 -0.10
N 0.355 1.124 -2.414 -0.04
H -0.382 1.673 -5.622 0.10
H -0.787 3.967 -4.729 0.12
H -0.318 4.394 -2.295 0.12
H 0.416 2.511 -0.899 0.08
C -0.688 -5.062 -2.888 -0.01
N -1.150 -3.719 -2.561 -0.05
C -2.423 -3.321 -2.871 -0.06
C -2.870 -2.087 -2.621 0.02
C -1.973 -1.099 -2.038 -0.51
O -2.271 0.070 -1.883 0.04
N -0.708 -1.580 -1.694 0.02
C -0.254 -2.854 -1.941 -0.55
O 0.864 -3.229 -1.641 0.04
H -1.530 -5.749 -2.833 0.09
H 0.072 -5.355 -2.172 0.09
H -0.256 -5.094 -3.889 0.10
H -3.044 -4.080 -3.329 0.13
H -3.874 -1.778 -2.862 0.12



[3]
56
Properties=species:S:1:pos:R:3:lowdin_charge:R:1 method="wB97M-V/def2-TZVPD" e_above_lowest_kcal_mol=8.3 spin_multiplicity=4 charge=-1 homo_lumo_gap_ha="0.2956 / 0.3124" e_tot_ha=-5564.4412 homo_ev="-5.5582 / -6.0183" e_lumo_ev="2.486 / 2.483"
Co -0.597 -0.634 -0.508 0.62
O 3.662 0.687 -4.747 0.06
C 2.679 0.311 -3.880 -0.29
C 2.762 -0.871 -3.149 0.06
C 1.720 -1.175 -2.300 -0.16
N 0.692 -0.349 -2.160 0.10
C 0.585 0.756 -2.883 -0.15
C 1.570 1.139 -3.769 0.08
C -0.742 1.474 -2.670 -0.61
O -0.970 2.491 -3.319 0.03
O -1.491 0.894 -1.814 -0.16
C 1.586 -2.466 -1.496 -0.64
O 2.591 -3.183 -1.399 0.00
O 0.428 -2.630 -1.015 -0.09
H 4.358 0.020 -4.726 0.10
H 3.594 -1.560 -3.239 0.12
H 1.461 2.036 -4.363 0.13
Cl -2.815 -2.152 -1.740 0.70
C -3.007 -2.210 -0.005 -0.68
C -2.062 -1.528 0.756 -0.23
C -2.277 -1.599 2.119 -0.67
Cl -1.168 -0.769 3.201 0.66
C -3.341 -2.295 2.706 -0.71
Cl -3.550 -2.341 4.427 0.63
C -4.253 -2.959 1.894 -0.71
Cl -5.584 -3.822 2.585 0.64
C -4.087 -2.916 0.512 -0.71
Cl -5.213 -3.723 -0.526 0.64
C -0.994 2.605 3.191 -0.17
O -0.247 2.661 1.983 -0.34
P -0.793 1.945 0.606 0.83
O 0.188 2.732 -0.408 -0.35
C 0.064 4.134 -0.648 -0.10
O -2.202 2.740 0.516 -0.32
C -3.363 2.118 -0.057 -0.11
H -1.127 3.623 3.560 0.08
H -0.450 2.023 3.934 0.06
H -1.980 2.159 3.052 0.06
H 1.049 4.498 -0.933 0.08
H -0.271 4.658 0.247 0.08
H -0.637 4.291 -1.467 0.08
H -3.394 2.302 -1.127 0.08
H -4.228 2.554 0.442 0.08
H -3.349 1.039 0.102 0.06
C 3.828 -2.690 2.118 -0.01
N 2.973 -1.591 1.709 -0.11
C 3.362 -0.290 1.456 -0.06
C 2.277 0.317 0.905 -0.12
N 1.241 -0.590 0.804 0.01
C 1.699 -1.716 1.300 -0.18
H 4.670 -2.296 2.684 0.08
H 4.191 -3.227 1.242 0.09
H 3.269 -3.372 2.754 0.09
H 4.355 0.062 1.676 0.11
H 2.174 1.336 0.563 0.10
H 1.165 -2.652 1.307 0.14



[4]
47
Properties=species:S:1:pos:R:3:lowdin_charge:R:1 method="wB97M-V/def2-TZVPD" e_above_lowest_kcal_mol=0.0 charge=-1 homo_lumo_gap_ha=0.1752 e_tot_ha=-2116.8896 homo_ev=-3.9097 e_lumo_ev=0.859
N 2.858 8.538 2.949 0.13
C 2.543 7.519 2.473 -0.20
C 2.166 6.270 1.888 -0.26
C 0.813 5.928 1.797 -0.03
C 0.432 4.731 1.172 -0.03
C 1.420 3.902 0.617 -0.26
S 0.943 2.413 -0.302 0.50
C 0.890 1.044 0.748 -0.77
Cl -0.679 0.348 1.094 0.55
O -0.406 2.769 -0.685 -0.41
O 1.943 2.322 -1.338 -0.35
C 2.777 4.204 0.773 -0.05
C 3.148 5.401 1.405 -0.03
H 0.077 6.625 2.219 0.12
H -0.623 4.451 1.105 0.12
H 1.559 1.209 1.602 0.00
H 3.523 3.507 0.386 0.11
H 4.193 5.701 1.529 0.12
C -1.987 -2.387 -4.792 -0.07
C -2.223 -1.599 -3.515 -0.38
C -2.701 -0.181 -3.748 -0.06
C -0.915 -1.524 -2.694 -0.38
C -1.010 -1.860 -1.278 -0.04
C 0.109 -1.946 -0.505 -0.07
C 0.035 -2.756 0.724 -0.21
C 1.159 -3.496 1.148 -0.01
C 1.077 -4.420 2.185 0.01
C -0.143 -4.607 2.887 -0.16
N -0.133 -5.244 4.167 -0.33
O -1.157 -5.202 4.886 0.04
O 0.910 -5.807 4.563 0.04
C -1.261 -3.823 2.536 0.01
C -1.166 -2.921 1.481 -0.04
O 0.169 -1.266 -3.207 0.08
H -1.766 -3.444 -4.623 0.08
H -2.877 -2.319 -5.409 0.07
H -1.154 -1.988 -5.367 0.08
H -2.941 -2.158 -2.903 0.13
H -2.922 0.323 -2.801 0.09
H -1.935 0.398 -4.276 0.09
H -3.601 -0.200 -4.359 0.07
H -1.996 -2.114 -0.873 0.11
H 1.077 -1.617 -0.947 0.14
H 2.074 -3.362 0.564 0.12
H 1.928 -5.039 2.453 0.11
H -2.184 -3.967 3.096 0.12
H -2.044 -2.355 1.176 0.10



Please write out number 4 again, unchanged.
47
Properties=species:S:1:pos:R:3:lowdin_charge:R:1 method="wB97M-V/def2-TZVPD" e_above_lowest_kcal_mol=0.0 charge=-1 homo_lumo_gap_ha=0.1752 e_tot_ha=-2116.8896 homo_ev=-3.9097 e_lumo_ev=0.859
N 2.858 8.538 2.949 0.13
C 2.543 7.519 2.473 -0.20
C 2.166 6.270 1.888 -0.26
C 0.813 5.928 1.797 -0.03
C 0.432 4.731 1.172 -0.03
C 1.420 3.902 0.617 -0.26
S 0.943 2.413 -0.302 0.50
C 0.890 1.044 0.748 -0.77
Cl -0.679 0.348 1.094 0.55
O -0.406 2.769 -0.685 -0.41
O 1.943 2.322 -1.338 -0.35
C 2.777 4.204 0.773 -0.05
C 3.148 5.401 1.405 -0.03
H 0.077 6.625 2.219 0.12
H -0.623 4.451 1.105 0.12
H 1.559 1.209 1.602 0.00
H 3.523 3.507 0.386 0.11
H 4.193 5.701 1.529 0.12
C -1.987 -2.387 -4.792 -0.07
C -2.223 -1.599 -3.515 -0.38
C -2.701 -0.181 -3.748 -0.06
C -0.915 -1.524 -2.694 -0.38
C -1.010 -1.860 -1.278 -0.04
C 0.109 -1.946 -0.505 -0.07
C 0.035 -2.756 0.724 -0.21
C 1.159 -3.496 1.148 -0.01
C 1.077 -4.420 2.185 0.01
C -0.143 -4.607 2.887 -0.16
N -0.133 -5.244 4.167 -0.33
O -1.157 -5.202 4.886 0.04
O 0.910 -5.807 4.563 0.04
C -1.261 -3.823 2.536 0.01
C -1.166 -2.921 1.481 -0.04
O 0.169 -1.266 -3.207 0.08
H -1.766 -3.444 -4.623 0.08
H -2.877 -2.319 -5.409 0.07
H -1.154 -1.988 -5.367 0.08
H -2.941 -2.158 -2.903 0.13
H -2.922 0.323 -2.801 0.09
H -1.935 0.398 -4.276 0.09
H -3.601 -0.200 -4.359 0.07
H -1.996 -2.114 -0.873 0.11
H 1.077 -1.617 -0.947 0.14
H 2.074 -3.362 0.564 0.12
H 1.928 -5.039 2.453 0.11
H -2.184 -3.967 3.096 0.12
H -2.044 -2.355 1.176 0.10